Record 1
DFT (ωB97M-V with the def2-TZVPD basis set) results for a structure of composition C12H26N6NiO6 at a distorted geometry.

Geometry as XYZ:
```
51
Properties=species:S:1:pos:R:3:lowdin_charge:R:1
O -0.120 -1.124 -4.058 -0.42
H -0.277 -1.341 -5.052 0.06
Ni 0.079 0.242 -1.135 0.48
N 1.602 -0.980 -1.321 -0.11
N -0.671 -1.579 -0.415 -0.07
N 0.960 1.877 -0.553 -0.07
N -1.285 1.116 0.114 -0.03
O 2.790 -0.543 -1.471 -0.02
O 2.249 2.089 -0.902 0.00
O -2.254 0.542 0.837 -0.06
O -1.687 -1.855 0.334 -0.07
C 0.000 -2.639 -0.908 -0.22
C 1.250 -2.280 -1.496 -0.20
C 0.208 2.864 -0.093 -0.24
C -1.083 2.410 0.398 -0.22
C 2.094 -3.145 -2.341 0.00
H 1.862 -2.979 -3.404 0.10
H 1.941 -4.202 -2.115 0.08
H 3.139 -2.871 -2.178 0.09
C -0.573 -4.007 -0.784 -0.01
H -1.504 -4.115 -1.364 0.10
H -0.814 -4.235 0.265 0.09
H 0.127 -4.758 -1.155 0.07
C 0.711 4.255 -0.068 -0.01
C -1.935 3.224 1.319 -0.02
H 1.389 4.402 -0.919 0.09
H 1.280 4.419 0.857 0.10
H -0.133 4.953 -0.132 0.09
H -2.575 2.582 1.938 0.08
H -2.581 3.946 0.800 0.10
H -1.303 3.830 1.981 0.08
H 2.491 1.133 -1.189 0.08
H -2.108 -0.517 0.669 0.06
C -1.753 -0.332 -3.009 -0.04
H -1.493 -1.301 -3.560 -0.01
H -1.512 0.699 -3.472 0.04
H -2.640 -0.415 -2.301 0.00
O 0.786 0.761 -2.891 -0.22
H 0.442 0.007 -3.617 -0.01
H 0.855 1.659 -3.309 0.09
C 1.123 -0.818 4.812 -0.04
N 0.222 -0.168 3.879 -0.21
C -0.965 0.540 4.346 -0.03
C 0.527 -0.225 2.599 -0.26
N 0.889 -0.330 1.499 0.21
H 0.764 -0.640 5.830 0.09
H 2.137 -0.419 4.701 0.09
H 1.163 -1.895 4.615 0.09
H -0.961 1.590 4.012 0.08
H -1.885 0.069 3.964 0.09
H -0.967 0.507 5.443 0.08
```

Summary:
2S+1   3
Gap between HOMO and LUMO (alpha / beta)   6.26 / 5.20 eV

***

Record 2
DFT (ωB97M-V with the def2-TZVPD basis set) results for a cluster of 2 separate species, C2H3ClO2S in total at a distorted geometry.

Geometry as XYZ:
```
9
Properties=species:S:1:pos:R:3:lowdin_charge:R:1
C -0.028 0.706 -0.693 -0.07
C 0.762 0.085 0.220 -0.62
O 4.025 -1.437 -1.999 -0.43
O 2.208 -0.063 -2.882 -0.41
S 2.659 -0.963 -1.908 0.76
Cl 2.488 0.438 0.602 0.53
H -1.125 0.475 -0.746 0.08
H 0.422 1.573 -1.220 0.07
H 0.383 -0.753 0.856 0.07
```

Summary:
Relative energy (zero: lowest compared OMol25 entry of this formula, charge and spin)   0.994 eV
Gap between HOMO and LUMO   9.96 eV

***

Record 3
DFT (ωB97M-V with the def2-TZVPD basis set) results for a structure of composition C29H59HgO15S7 at a distorted geometry.

Geometry as XYZ:
```
111
Properties=species:S:1:pos:R:3:lowdin_charge:R:1
Hg -2.966 0.133 -0.484 1.29
C 0.421 -0.264 -0.120 -0.28
O -0.890 -0.632 0.138 -0.42
H 0.832 0.427 0.616 0.04
H 1.151 -1.060 -0.271 0.05
H 0.529 0.348 -1.015 0.05
C -1.897 -0.834 5.023 -0.19
C -0.776 0.222 4.841 -0.20
C -0.911 0.882 3.501 -0.21
S -2.716 1.030 3.164 0.76
O -3.029 0.846 1.758 -0.43
O -3.282 2.124 3.964 -0.30
C -3.035 -0.573 4.016 -0.20
H -2.381 -0.720 5.994 0.11
H -1.684 -1.902 5.047 0.10
H 0.145 -0.310 5.076 0.11
H -0.892 1.052 5.538 0.12
H -0.396 0.260 2.770 0.09
H -0.464 1.877 3.499 0.09
H -2.915 -1.242 3.164 0.08
H -4.025 -0.807 4.409 0.11
C 2.541 -2.553 2.456 -0.24
C 1.600 -3.502 1.734 -0.22
C 0.515 -3.786 2.802 -0.21
S 1.389 -3.899 4.430 0.72
O 1.530 -5.274 4.850 -0.32
O 0.862 -2.805 5.238 -0.35
C 3.016 -3.313 3.705 -0.17
H 1.966 -1.654 2.680 0.11
H 3.296 -2.235 1.738 0.12
H 2.033 -4.394 1.281 0.12
H 1.134 -2.977 0.900 0.08
H -0.138 -4.640 2.623 0.09
H -0.107 -2.904 2.952 0.08
H 3.587 -4.170 3.346 0.11
H 3.510 -2.665 4.429 0.10
C -3.804 0.558 -5.534 -0.18
C -3.266 -0.812 -5.024 -0.19
C -1.767 -0.584 -4.676 -0.18
S -1.734 1.053 -3.805 0.76
O -0.561 1.785 -4.233 -0.30
O -1.990 0.849 -2.347 -0.47
C -3.244 1.708 -4.623 -0.18
H -4.891 0.582 -5.599 0.12
H -3.481 0.820 -6.541 0.12
H -3.487 -1.531 -5.813 0.12
H -3.769 -1.120 -4.108 0.10
H -1.235 -0.253 -5.568 0.10
H -1.194 -1.364 -4.174 0.09
H -2.982 2.673 -5.057 0.11
H -3.882 1.981 -3.782 0.10
C 2.536 -1.364 -3.535 -0.25
C 3.684 -1.295 -2.557 -0.25
C 4.802 -0.577 -3.341 -0.17
S 3.839 0.938 -4.008 0.75
O 4.221 1.317 -5.371 -0.33
O 3.852 1.913 -2.917 -0.35
C 2.225 0.038 -4.030 -0.21
H 1.653 -1.789 -3.057 0.11
H 2.808 -2.030 -4.353 0.12
H 3.976 -2.273 -2.175 0.12
H 3.392 -0.719 -1.678 0.10
H 5.086 -1.172 -4.209 0.10
H 5.681 -0.394 -2.724 0.10
H 1.842 -0.001 -5.050 0.10
H 1.535 0.531 -3.344 0.07
C -0.700 4.629 1.533 -0.19
C -0.072 5.126 0.181 -0.18
C -0.641 4.196 -0.936 -0.17
S -2.355 3.715 -0.383 0.73
O -2.471 2.305 -0.334 -0.44
O -3.302 4.512 -1.192 -0.32
C -2.205 4.498 1.252 -0.19
H -0.419 5.304 2.341 0.12
H -0.348 3.604 1.655 0.09
H 1.008 5.263 0.134 0.09
H -0.529 6.098 -0.007 0.12
H -0.060 3.285 -1.081 0.09
H -0.725 4.675 -1.911 0.11
H -2.871 3.923 1.896 0.09
H -2.617 5.485 1.039 0.11
C 2.831 3.162 2.686 -0.20
C 2.617 2.687 1.256 -0.25
C 3.884 3.008 0.427 -0.21
S 4.275 4.724 0.831 0.73
O 3.567 5.401 -0.219 -0.33
O 5.746 4.831 1.057 -0.34
C 3.276 4.656 2.446 -0.16
H 3.597 2.508 3.103 0.11
H 2.013 3.020 3.393 0.10
H 1.724 3.054 0.752 0.09
H 2.499 1.609 1.362 0.09
H 3.911 2.799 -0.643 0.08
H 4.670 2.386 0.855 0.10
H 2.389 5.274 2.302 0.08
H 3.989 4.897 3.234 0.09
C -2.499 -5.100 0.553 -0.25
C -3.229 -5.894 -0.507 -0.20
C -3.681 -4.755 -1.462 -0.20
S -2.326 -3.498 -1.653 0.74
O -2.874 -2.194 -1.408 -0.41
O -1.462 -3.693 -2.818 -0.32
C -1.486 -4.170 -0.089 -0.18
H -2.063 -5.801 1.266 0.12
H -3.312 -4.524 0.995 0.12
H -4.051 -6.486 -0.104 0.13
H -2.548 -6.563 -1.034 0.12
H -4.537 -4.225 -1.046 0.10
H -4.083 -5.128 -2.404 0.10
H -1.230 -3.288 0.499 0.07
H -0.699 -4.865 -0.382 0.11
```

Summary:
Relative energy (zero: lowest compared OMol25 entry of this formula, charge and spin)   0.096 eV
Gap between HOMO and LUMO   6.41 eV
Charge   +1

***

Record 4
DFT (ωB97M-V with the def2-TZVPD basis set) results for a structure of composition C11H19CuNO.

Geometry as XYZ:
```
33
Properties=species:S:1:pos:R:3:lowdin_charge:R:1
Cu 1.496 0.137 -0.251 0.52
C -3.729 0.795 -0.903 0.01
N -2.706 0.592 0.157 -0.19
C -1.958 1.849 0.447 0.02
C -1.772 -0.570 -0.162 -0.10
C -0.960 -0.910 1.048 -0.30
C -1.638 -1.540 2.096 -0.06
C -0.998 -1.794 3.295 -0.07
C 0.331 -1.420 3.435 -0.07
C 1.002 -0.819 2.379 -0.12
C 0.389 -0.541 1.146 -0.21
H -4.397 1.599 -0.605 0.11
H -4.284 -0.129 -1.038 0.11
H -3.216 1.059 -1.825 0.11
H -3.181 0.321 1.021 0.17
H -1.430 2.141 -0.458 0.11
H -1.245 1.652 1.242 0.10
H -2.671 2.617 0.735 0.11
H -1.157 -0.242 -1.000 0.11
H -2.427 -1.382 -0.479 0.13
H -2.669 -1.862 1.967 0.11
H -1.521 -2.288 4.103 0.11
H 0.850 -1.609 4.365 0.11
H 2.043 -0.558 2.530 0.09
C 4.638 0.537 -3.153 -0.07
C 3.835 -0.120 -2.062 -0.25
O 2.676 0.698 -1.715 -0.17
H 5.508 -0.076 -3.387 0.09
H 4.986 1.523 -2.847 0.09
H 4.055 0.635 -4.072 0.08
H 4.401 -0.200 -1.136 0.12
H 3.485 -1.112 -2.348 0.12
H 2.262 1.018 -2.524 0.10
```

Summary:
Gap between HOMO and LUMO   9.02 eV
Charge   +1

***

Record 5
DFT (ωB97M-V with the def2-TZVPD basis set) results for a cluster of 3 separate species, C3H9N2O2 in total at a distorted geometry.

Geometry as XYZ:
```
16
Properties=species:S:1:pos:R:3:lowdin_charge:R:1
C -1.303 -1.547 0.480 -0.04
C -2.550 -1.084 0.960 0.02
N -2.525 0.368 0.794 0.13
C -1.335 0.661 0.063 0.02
N -0.559 -0.472 0.022 0.08
H -0.829 -2.576 0.506 0.16
H -3.351 -1.648 1.435 0.13
H -3.203 0.927 1.147 0.11
H -1.062 1.624 -0.284 0.14
H 0.383 -0.517 -0.463 0.12
H 2.119 -0.817 -2.000 0.05
H 2.487 0.405 -1.172 0.02
O 1.756 -0.204 -1.406 -0.03
H 3.160 2.377 0.033 0.06
H 3.252 0.896 0.260 0.08
O 3.560 1.606 -0.374 -0.04
```

Summary:
Relative energy (zero: lowest compared OMol25 entry of this formula, charge and spin)   1.374 eV
Gap between HOMO and LUMO   10.54 eV
Charge   +1

***

Record 6
DFT (ωB97M-V with the def2-TZVPD basis set) results for an isolated molecule of C8H9N at a distorted geometry.

Geometry as XYZ:
```
18
Properties=species:S:1:pos:R:3:lowdin_charge:R:1
C -1.333 2.189 -1.013 0.13
C -0.891 1.320 -0.307 -0.11
C 2.033 0.610 0.175 -0.03
C 0.973 0.870 0.955 -0.08
C 3.612 -0.102 -1.727 0.06
C -0.214 -0.996 -0.302 -0.08
C -1.272 -0.081 1.795 -0.01
C -0.357 0.233 0.553 -0.55
N 2.762 0.250 -0.800 -0.01
H -1.311 2.900 -1.758 0.01
H 1.102 1.555 1.841 0.13
H 4.647 0.228 -1.811 0.03
H 0.243 -0.693 -1.381 0.13
H 0.588 -1.735 0.073 0.12
H -1.156 -1.375 -0.605 0.07
H -2.038 0.583 1.994 0.05
H -0.698 -0.162 2.714 0.08
H -1.699 -1.082 1.687 0.08
```

Summary:
2S+1   3
Relative energy (zero: lowest compared OMol25 entry of this formula, charge and spin)   0.777 eV
Gap between HOMO and LUMO (alpha / beta)   7.19 / 7.44 eV

***

Record 7
DFT (ωB97M-V with the def2-TZVPD basis set) results for a structure of composition C14H32N6O6SV at a distorted geometry.

Geometry as XYZ:
```
60
Properties=species:S:1:pos:R:3:lowdin_charge:R:1
O 2.553 3.004 -3.476 -0.13
H 3.299 3.196 -4.066 0.06
V 0.870 0.580 -1.594 0.80
N -0.118 2.288 -1.597 -0.22
N 1.606 1.411 0.052 -0.18
N -0.615 -0.423 -2.411 -0.18
N 1.109 -1.194 -0.746 -0.14
O -1.268 2.553 -2.131 -0.07
O -1.748 0.133 -2.904 -0.06
O 1.864 -1.493 0.353 -0.07
O 2.205 0.880 1.090 -0.12
C 1.512 2.774 0.003 -0.24
C 0.593 3.264 -0.951 -0.25
C -0.562 -1.765 -2.264 -0.27
C 0.350 -2.195 -1.253 -0.26
C 0.353 4.684 -1.303 0.00
H 0.755 4.894 -2.305 0.10
H 0.865 5.340 -0.593 0.07
H -0.719 4.907 -1.294 0.09
C 2.353 3.560 0.935 0.00
H 3.419 3.384 0.735 0.10
H 2.149 3.262 1.971 0.09
H 2.151 4.628 0.822 0.07
C -1.501 -2.663 -2.986 -0.02
C 0.398 -3.574 -0.696 -0.02
H -1.772 -2.246 -3.961 0.09
H -2.419 -2.833 -2.406 0.09
H -1.033 -3.641 -3.150 0.08
H 0.907 -3.569 0.275 0.08
H 0.939 -4.257 -1.370 0.09
H -0.621 -3.970 -0.571 0.08
H -1.645 1.153 -2.652 0.06
H 2.101 -0.535 0.740 0.04
C 2.530 0.717 -2.527 -0.17
H 2.788 2.088 -3.012 -0.05
H 2.436 0.139 -3.464 0.02
H 3.439 0.422 -1.980 0.02
O 0.477 1.490 -4.032 -0.11
H 1.240 2.135 -4.122 0.03
H 0.563 0.865 -4.775 0.08
C -3.355 -3.391 2.891 -0.09
C -2.039 -2.822 2.399 -0.23
N -2.279 -1.526 1.725 -0.01
C -1.382 -0.519 1.717 -0.80
S -1.398 0.585 0.433 0.78
N -0.529 -0.429 2.787 -0.01
C -1.117 -0.267 4.131 -0.25
C -0.107 -0.635 5.199 -0.09
H -3.947 -2.630 3.408 0.08
H -3.166 -4.207 3.592 0.07
H -3.946 -3.785 2.060 0.07
H -1.332 -2.644 3.217 0.10
H -1.558 -3.507 1.680 0.11
H -2.846 -1.569 0.874 0.13
H 0.222 0.245 2.612 0.11
H -1.430 0.782 4.255 0.12
H -2.012 -0.897 4.193 0.10
H 0.735 0.066 5.211 0.08
H -0.594 -0.596 6.177 0.07
H 0.277 -1.650 5.052 0.07
```

Summary:
2S+1   4
Relative energy (zero: lowest compared OMol25 entry of this formula, charge and spin)   2.637 eV
Gap between HOMO and LUMO (alpha / beta)   5.46 / 4.31 eV

***

Record 8
DFT (ωB97M-V with the def2-TZVPD basis set) results for an isolated molecule of C4H5NO at a distorted geometry.

Geometry as XYZ:
```
11
Properties=species:S:1:pos:R:3:lowdin_charge:R:1
C -1.368 -0.468 0.183 -0.05
C 0.043 1.074 -0.802 0.07
O -0.284 0.378 0.748 -0.16
C 1.031 0.458 0.100 -0.35
C 1.653 -0.832 -0.206 -0.15
N 2.170 -1.840 -0.442 0.17
H -1.843 -0.852 1.078 0.09
H -2.075 0.129 -0.405 0.09
H -0.967 -1.252 -0.461 0.10
H -0.058 2.119 -0.491 0.05
H 1.697 1.086 0.700 0.15
```

Summary:
Relative energy (zero: lowest compared OMol25 entry of this formula, charge and spin)   5.596 eV
Gap between HOMO and LUMO   9.59 eV